Arrangement A

Entry from the OMol25 dataset: a 2-piece molecular cluster, C2H3IN overall (wB97M-V/def2-TZVPD).

Positions of all 7 atoms, in Å:
C1 1.09742 -0.89495 0.00654
C2 -0.39874 1.02855 -0.06727
N1 0.38387 0.17750 -0.23212
I1 -3.19010 -0.09138 0.04412
H1 1.43217 -0.82303 1.05159
H2 1.59415 -1.30168 -0.81320
H3 -0.91878 1.90499 0.01034

The value obtained for the gap between HOMO and LUMO (alpha / beta) is 5.5000 / 5.4766 eV. The value obtained for the LUMO energy (alpha / beta) is -8.564 / -8.571 eV. The HOMO energy (alpha / beta) is -14.06 / -14.05 eV. Its total charge is +1.

Arrangement B

Entry from the OMol25 dataset: C2H3IN as an isolated structure (wB97M-V/def2-TZVPD).

Positions of all 7 atoms, in Å:
C1 0.07293 1.17689 -0.81099
C2 -0.07782 -1.17102 0.40217
N1 0.01075 -0.05378 -0.18768
I1 -0.43883 -1.07091 2.38562
H1 -0.79286 1.49458 -1.31627
H2 0.99207 1.83066 -0.47696
H3 0.23376 -2.20643 0.00411

The value obtained for the gap between HOMO and LUMO is 8.5954 eV. The value obtained for the LUMO energy is -6.278 eV. The HOMO energy is -14.87 eV. Its total charge is +1.

Arrangement C

Entry from the OMol25 dataset: an isolated ion of composition C2H3IN and charge +1 (wB97M-V/def2-TZVPD).

Positions of all 7 atoms, in Å:
C1 0.69245 -0.20538 0.11507
N1 -0.23281 0.37078 -0.40945
C2 -1.14225 1.05158 -0.91987
I1 -0.84578 2.36318 -2.50794
H1 0.86753 -1.09893 -0.35593
H2 1.22850 0.26385 0.93032
H3 -2.13588 0.70059 -0.83509

The value obtained for the gap between HOMO and LUMO is 9.2751 eV. The value obtained for the LUMO energy is -5.681 eV. The HOMO energy is -14.96 eV. Its total charge is +1.

Arrangement D

Entry from the OMol25 dataset: an isolated ion of composition C2H3IN and charge +1 (wB97M-V/def2-TZVPD).

Positions of all 7 atoms, in Å:
C1 0.91380 0.16283 -0.91356
N1 0.06349 -0.03572 -0.01450
C2 -0.78792 -0.30330 0.87502
I1 -2.50695 0.78678 1.20938
H1 0.94616 -0.18140 -2.03234
H2 1.80485 0.71465 -0.76483
H3 -0.43343 -1.14385 1.64083

The value obtained for the gap between HOMO and LUMO is 9.2485 eV. The value obtained for the LUMO energy is -5.704 eV. The HOMO energy is -14.95 eV. Its total charge is +1.

The structure with the least stability is arrangement A.

Arrangement A

Entry from the OMol25 dataset: a 2-piece molecular cluster, C6H16N2O overall (wB97M-V/def2-TZVPD).

Positions of all 25 atoms, in Å:
C1 -0.45516 -2.25137 0.31617
C2 0.82480 -1.76285 -0.35404
C3 1.81884 -1.12822 0.85015
N1 0.51701 -0.86757 -1.40284
O1 1.58481 -2.80693 -0.89620
H1 -1.07488 -2.74848 -0.42962
H2 -1.00014 -1.40761 0.73078
H3 -0.22594 -2.95151 1.11679
H4 2.68269 -0.66202 0.37640
H5 2.14762 -1.86524 1.58391
H6 1.25757 -0.35192 1.37035
H7 1.34035 -0.63413 -1.94347
H8 0.02074 -0.03659 -1.08081
H9 1.78493 -3.33549 -0.08429
C4 0.61315 2.69046 0.61234
C5 -0.80322 2.47061 0.21367
N2 -1.17413 1.42122 -0.37022
C6 -2.54852 1.22575 -0.72939
H10 0.98415 3.61095 0.16136
H11 0.67804 2.81025 1.69440
H12 1.23659 1.85548 0.30597
H13 -1.50756 3.27977 0.46330
H14 -3.19641 2.06734 -0.45031
H15 -2.90632 0.31452 -0.24754
H16 -2.59901 1.06360 -1.80685

The value obtained for the gap between HOMO and LUMO is 9.4504 eV. The value obtained for the LUMO energy is 0.942 eV. The HOMO energy is -8.51 eV.

Arrangement B

Entry from the OMol25 dataset: a 3-piece molecular cluster, C6H16N2O overall (wB97M-V/def2-TZVPD).

Positions of all 25 atoms, in Å:
C1 -1.93683 -0.25292 1.01117
C2 -0.20282 -0.15336 -0.90181
C3 0.14326 -0.06504 0.45624
C4 1.98180 -0.09063 -1.18520
C5 0.52431 1.19653 1.17442
C6 2.99438 -0.77842 -0.30637
N1 -2.84404 -1.23816 0.49194
N2 -0.81704 0.84881 -1.60943
O1 -2.45321 1.03548 0.74293
H1 -3.40844 1.00195 0.92789
H2 -1.81898 -0.40837 2.08957
H3 -0.36161 -1.15139 -1.29847
H4 0.50885 -0.98860 0.88841
H5 -2.62434 -2.16731 0.83159
H6 -2.84696 -1.25502 -0.52476
H7 -1.58818 0.57032 -2.19925
H8 -1.03708 1.69536 -1.09835
H9 1.89277 -0.55700 -2.16770
H10 2.16190 0.97737 -1.30662
H11 0.06402 2.12017 0.82081
H12 1.59194 1.42103 1.13256
H13 0.25292 1.12907 2.23022
H14 2.68753 -1.80034 -0.05786
H15 3.14902 -0.23854 0.63376
H16 3.98682 -0.85099 -0.77566

The value obtained for the gap between HOMO and LUMO (alpha / beta) is 6.8526 / 6.8518 eV. The value obtained for the LUMO energy (alpha / beta) is 0.794 / 0.794 eV. The HOMO energy (alpha / beta) is -6.06 / -6.06 eV.

The structure with the least stability is arrangement B.

Arrangement A

Entry from the OMol25 dataset: a 2-piece molecular cluster, C6H16N2O overall (wB97M-V/def2-TZVPD).

Positions of all 25 atoms, in Å:
H1 -2.75674 0.54095 1.15365
N1 -1.98790 1.10885 0.79690
C1 -0.85486 0.80492 1.24325
C2 -0.60033 -0.17382 2.36178
C3 0.33109 1.79831 0.85420
C4 1.53977 1.52634 -0.05089
H2 -0.71226 0.34752 3.31391
H3 0.40734 -0.58439 2.31635
H4 -1.31613 -0.99159 2.31451
H5 -0.18228 2.67473 0.45363
H6 0.72484 2.08494 1.83354
H7 2.23897 2.35537 0.07423
H8 2.05676 0.60550 0.21320
H9 1.25898 1.51243 -1.10028
C5 1.00667 -1.84765 -1.52157
C6 -0.14834 -0.90295 -1.21224
N2 -0.69998 -0.33622 -2.40834
O1 -1.14995 -1.52975 -0.41779
H10 0.64142 -2.74176 -2.02548
H11 1.51289 -2.14510 -0.60455
H12 1.71724 -1.34538 -2.17172
H13 0.21995 -0.06568 -0.61320
H14 -1.42039 0.33170 -2.15423
H15 -1.12877 -1.06072 -2.97391
H16 -0.69800 -1.96654 0.32507

The value obtained for the gap between HOMO and LUMO is 10.3667 eV. The value obtained for the LUMO energy is 0.785 eV. The HOMO energy is -9.58 eV.

Arrangement B

Entry from the OMol25 dataset: C6H16N2O as an isolated structure (wB97M-V/def2-TZVPD).

Positions of all 25 atoms, in Å:
C1 -0.17424 0.43835 0.31766
C2 -1.12665 -0.54974 -0.03472
C3 2.08722 -1.21449 -0.86487
C4 0.44017 1.45064 -0.60459
C5 -0.07858 0.78881 1.77677
C6 -2.39148 1.01790 -0.30775
N1 1.22822 -1.23476 0.28885
N2 -1.21002 -1.32197 -1.16199
O1 2.14280 -1.03680 1.40952
H1 1.87114 -1.71823 2.03409
H2 -1.62960 -1.01299 0.80765
H3 -1.33309 -2.30812 -0.99038
H4 -0.62271 -1.07275 -1.94191
H5 2.67121 -0.28163 -0.97209
H6 2.81421 -2.03925 -0.84322
H7 1.48029 -1.28689 -1.77095
H8 0.25433 1.23786 -1.65621
H9 0.09229 2.45725 -0.36777
H10 1.51728 1.49184 -0.42861
H11 -0.63658 0.10458 2.41617
H12 0.96636 0.70441 2.08541
H13 -0.42629 1.80612 1.95978
H14 -3.29793 0.47736 -0.04874
H15 -2.31263 1.92816 0.27737
H16 -2.32571 1.17432 -1.37947

The value obtained for the gap between HOMO and LUMO (alpha / beta) is 7.6382 / 7.6371 eV. The value obtained for the LUMO energy (alpha / beta) is 0.826 / 0.826 eV. The HOMO energy (alpha / beta) is -6.81 / -6.81 eV.

The structure with the least stability is arrangement B.

Arrangement A

Entry from the OMol25 dataset: one molecule with the formula C6H6N2O (wB97M-V/def2-TZVPD).

Positions of all 15 atoms, in Å:
N1 2.59470 -1.15896 1.74233
C1 1.52831 -0.75688 1.71508
C2 0.17580 -0.32581 1.93120
C3 -0.46451 0.81707 1.08736
C4 -0.67370 0.22348 -0.31809
O1 -1.60990 -0.56967 -0.36283
C5 0.20017 0.51820 -1.41660
C6 -0.02709 -0.02046 -2.58660
N2 -0.31534 -0.62058 -3.61875
H1 -0.40413 -1.21881 1.69074
H2 0.24586 0.01139 2.94815
H3 0.13301 1.75671 1.29025
H4 -1.50173 0.63462 1.50771
H5 1.06793 1.15058 -1.27892
H6 -0.94939 -0.44089 -4.33104

The value obtained for the gap between HOMO and LUMO is 10.0942 eV. The value obtained for the LUMO energy is 0.344 eV. The HOMO energy is -9.75 eV.

Arrangement B

Entry from the OMol25 dataset: one molecule with the formula C6H6N2O (wB97M-V/def2-TZVPD).

Positions of all 15 atoms, in Å:
O1 -2.72795 1.15402 -0.89050
C1 -2.34221 -0.08198 -0.50103
C2 -1.05004 -0.37595 -0.23921
N1 -0.92726 -1.78009 0.25704
C3 0.37322 -1.90850 0.49908
C4 1.04460 -0.68036 0.30010
C5 0.28877 0.31422 -0.20000
C6 1.40442 1.38884 0.09866
N2 2.14162 0.17711 0.71665
H1 -1.79511 1.60596 -0.92145
H2 -3.14038 -0.83284 -0.30558
H3 0.65041 -2.85569 0.90315
H4 1.17722 2.28174 0.82690
H5 1.77341 1.68371 -0.89338
H6 3.12928 -0.09020 0.34956

The value obtained for the gap between HOMO and LUMO is 8.5331 eV. The value obtained for the LUMO energy is 0.216 eV. The HOMO energy is -8.32 eV.

Arrangement C

Entry from the OMol25 dataset: one molecule with the formula C6H6N2O (wB97M-V/def2-TZVPD).

Positions of all 15 atoms, in Å:
C1 1.10880 -0.06209 1.71423
C2 0.35896 -0.35123 0.37390
C3 1.33766 -0.40342 -0.70830
N1 2.04738 -0.34856 -1.62835
N2 -0.63622 -1.38008 0.37808
C4 -1.79178 -0.89249 -0.24754
C5 -1.75517 0.41438 -0.51940
C6 -0.47779 0.96364 0.00520
O1 -0.07796 2.12675 0.01014
H1 0.29895 -0.02210 2.44208
H2 1.63152 0.88126 1.73108
H3 1.68883 -0.92043 2.01831
H4 -0.31335 -2.29661 0.08876
H5 -2.63315 -1.55539 -0.41126
H6 -2.61140 0.98699 -0.90674

The value obtained for the gap between HOMO and LUMO is 9.7561 eV. The value obtained for the LUMO energy is 0.153 eV. The HOMO energy is -9.60 eV.

The structure with the least stability is arrangement B.

Arrangement A

Entry from the OMol25 dataset: a 2-piece molecular cluster, C4H12O4 overall (wB97M-V/def2-TZVPD).

Positions of all 20 atoms, in Å:
O1 0.00000 0.00000 0.00000
C1 0.61172 -1.34339 -0.23713
C2 -0.33312 -2.13691 -1.15839
O2 -0.74338 -1.28239 -2.15216
H1 -0.74438 -0.27216 0.57639
H2 1.63138 -1.24574 -0.65690
H3 0.67949 -1.97786 0.66747
H4 -0.00816 -3.13139 -1.52015
H5 -1.26618 -2.27771 -0.57958
H6 -0.71286 -0.38686 -1.75531
O3 0.24921 0.51011 -5.29564
C3 -0.10604 1.49373 -4.42348
C4 0.80542 2.71806 -4.63242
O4 0.85720 3.03703 -6.02778
H7 0.04410 0.91610 -6.16368
H8 -1.17047 1.79739 -4.40723
H9 0.17400 1.19340 -3.39545
H10 0.59656 3.61205 -4.01389
H11 1.83825 2.38812 -4.40917
H12 0.19508 3.75344 -6.12136

The value obtained for the gap between HOMO and LUMO is 10.5814 eV. The value obtained for the LUMO energy is 0.750 eV. The HOMO energy is -9.83 eV.

Arrangement B

Entry from the OMol25 dataset: a 5-piece molecular cluster, C4H12O4 overall (wB97M-V/def2-TZVPD).

Positions of all 20 atoms, in Å:
O1 0.04396 -2.91538 0.54966
C1 0.59311 -2.08688 -0.10980
C2 0.79511 -0.64563 0.26451
C3 -0.09943 0.11682 1.22635
C4 0.28876 1.58272 1.50813
O2 0.16792 2.45282 0.38330
H1 0.89849 -2.23084 -1.25748
H2 1.89812 -0.47933 0.59142
H3 0.66084 -0.12906 -0.65901
H4 -1.21191 0.04947 0.91432
H5 -0.06760 -0.43456 2.16158
H6 1.33254 1.66386 1.85100
H7 -0.39239 1.95471 2.30421
H8 2.11352 1.20084 -0.32992
H9 0.62517 1.71550 -0.62650
H10 -0.29783 2.28600 -1.98678
O3 -0.12500 1.39158 -1.83083
H11 -2.52510 -0.87088 -1.26044
H12 -0.95112 0.75366 -1.75294
O4 -1.53038 -0.83922 -1.26271

The value obtained for the gap between HOMO and LUMO is 3.6424 eV. The value obtained for the LUMO energy is -4.819 eV. The HOMO energy is -8.46 eV.

The structure with the least stability is arrangement B.

Arrangement A

Entry from the OMol25 dataset: a 3-piece molecular cluster, C4H12O4 overall (wB97M-V/def2-TZVPD).

Positions of all 20 atoms, in Å:
C1 -0.90548 -1.53612 0.86790
C2 0.79005 -0.27320 0.85228
C3 1.38004 1.14418 0.85994
O1 -0.29718 -2.63917 1.30834
O2 -1.36541 -1.58789 -0.36192
O3 1.54276 -1.10067 -0.06066
H1 0.37249 -2.88111 0.64071
H2 -1.58631 -0.56915 -0.63470
H3 1.21760 -0.91712 -0.95113
H4 -1.50032 -1.05098 1.64003
H5 1.03064 -0.68392 1.83494
H6 1.36181 1.58568 -0.13916
H7 0.79514 1.78725 1.52079
H8 2.41707 1.12574 1.20457
C4 -0.92278 1.43356 -1.78276
O4 -1.34665 0.81225 -0.57860
H9 -0.51499 0.54149 0.09686
H10 -1.79039 1.55065 -2.43376
H11 -0.16906 0.83509 -2.30717
H12 -0.50903 2.42345 -1.57648

The value obtained for the gap between HOMO and LUMO is 9.0429 eV. The value obtained for the LUMO energy is 0.723 eV. The HOMO energy is -8.32 eV.

Arrangement B

Entry from the OMol25 dataset: C4H12O4 as an isolated structure (wB97M-V/def2-TZVPD).

Positions of all 20 atoms, in Å:
C1 1.98430 0.04851 -0.18593
O1 2.41828 0.95149 -1.18749
O2 2.22200 -1.25245 -0.61685
O3 2.76201 0.32284 0.93627
H1 3.30102 1.10661 0.77207
H2 1.76922 0.95417 -1.90261
H3 3.16535 -1.34662 -0.81803
H4 -0.21659 -0.52610 0.75152
C2 -1.22363 0.01038 0.08750
C3 -2.00504 -1.16127 -0.47224
C4 -1.93162 0.84806 1.13549
O4 -0.55853 0.71278 -0.84817
H5 0.46680 0.77505 -0.43543
H6 0.82083 -0.31919 0.49886
H7 -1.37347 -1.74223 -1.14161
H8 -2.75850 1.38551 0.66514
H9 -2.84466 -0.77665 -1.05561
H10 -2.40421 -1.79343 0.31963
H11 -1.24608 1.57518 1.56919
H12 -2.34747 0.22735 1.92830

The value obtained for the gap between HOMO and LUMO is 10.4002 eV. The value obtained for the LUMO energy is 0.702 eV. The HOMO energy is -9.70 eV.

The structure with the least stability is arrangement A.